The following is a DFT calculation (the ωB97M-V functional and the def2-TZVPD basis) of a 6-piece molecular cluster, C34H67N2O12 overall at a distorted geometry.

Geometry as XYZ:
```
115
Properties=species:S:1:pos:R:3:lowdin_charge:R:1
O 4.117 2.067 1.257 0.005
C 3.038 1.370 0.816 -0.229
O 2.347 0.432 1.727 -0.019
C 2.394 1.546 -0.696 0.015
C 3.267 1.937 -2.033 0.057
C 2.436 2.102 -3.444 0.049
N 0.941 1.885 -3.526 0.068
C 0.043 1.520 -2.328 -0.033
C -1.558 1.374 -2.651 -0.130
C -2.473 0.828 -1.404 -0.189
C -3.225 2.006 -0.535 -0.171
C -2.214 3.037 0.243 -0.154
N -1.797 4.188 -0.675 -0.166
C -2.678 5.067 -1.536 -0.066
C -1.838 6.214 -2.365 -0.059
C -0.265 5.949 -1.909 -0.065
C -0.346 4.675 -0.835 -0.069
C 0.755 1.313 -0.866 0.086
H 2.425 0.805 2.665 0.149
H 4.440 2.116 -1.949 0.139
H 3.041 2.402 -4.426 0.150
H 0.499 2.009 -4.486 0.169
H -1.676 0.642 -3.573 0.136
H -1.947 2.434 -3.034 0.141
H -3.346 0.179 -1.895 0.137
H -1.887 0.054 -0.709 0.094
H -3.887 1.469 0.297 0.126
H -3.997 2.626 -1.195 0.119
H -1.266 2.540 0.719 0.110
H -2.835 3.487 1.158 0.143
H -3.840 4.853 -1.533 0.104
H -2.272 7.025 -3.098 0.086
H 0.687 6.535 -2.275 0.078
H 0.540 4.178 -0.251 0.086
H 0.138 1.001 0.078 0.093
C -2.182 -3.931 -2.391 -0.096
O -1.599 -2.653 -2.161 -0.211
C -0.581 -2.695 -1.156 -0.189
C 0.817 -2.678 -1.782 -0.208
O 1.076 -3.885 -2.505 -0.186
C 0.938 -3.710 -3.911 -0.098
H -2.779 -3.875 -3.305 0.093
H -1.423 -4.708 -2.520 0.088
H -2.840 -4.192 -1.557 0.091
H -0.710 -3.567 -0.503 0.136
H -0.702 -1.797 -0.542 0.087
H 1.560 -2.622 -0.980 0.117
H 0.949 -1.799 -2.425 0.111
H 1.791 -3.142 -4.297 0.083
H 0.007 -3.200 -4.170 0.082
H 0.935 -4.697 -4.381 0.096
C 3.280 -2.668 3.156 -0.110
O 3.337 -2.294 4.528 -0.206
C 4.012 -3.271 5.328 -0.188
C 5.443 -2.829 5.652 -0.190
O 6.257 -2.805 4.476 -0.193
C 6.446 -1.486 3.977 -0.110
H 2.959 -1.798 2.577 0.058
H 4.254 -2.994 2.781 0.089
H 2.546 -3.468 3.022 0.090
H 4.004 -4.252 4.838 0.128
H 3.452 -3.359 6.264 0.124
H 5.889 -3.559 6.334 0.126
H 5.449 -1.852 6.152 0.126
H 7.140 -0.942 4.626 0.090
H 5.503 -0.938 3.904 0.077
H 6.884 -1.557 2.978 0.089
C 5.690 -4.938 -2.714 -0.105
O 6.746 -3.985 -2.760 -0.193
C 6.816 -3.314 -4.023 -0.190
C 6.209 -1.911 -3.938 -0.191
O 4.796 -1.969 -3.721 -0.198
C 4.448 -1.708 -2.365 -0.097
H 5.552 -5.246 -1.675 0.092
H 4.748 -4.520 -3.080 0.079
H 5.959 -5.817 -3.308 0.090
H 6.332 -3.907 -4.808 0.127
H 7.877 -3.223 -4.276 0.126
H 6.362 -1.404 -4.897 0.122
H 6.701 -1.315 -3.160 0.125
H 4.568 -0.641 -2.153 0.063
H 5.054 -2.293 -1.669 0.095
H 3.398 -1.977 -2.223 0.064
C -6.341 5.803 0.692 -0.107
O -6.314 4.399 0.460 -0.225
C -7.122 3.679 1.396 -0.194
C -8.457 3.264 0.771 -0.193
O -9.278 4.403 0.497 -0.191
C -9.262 4.761 -0.881 -0.109
H -5.895 6.302 -0.172 0.084
H -7.361 6.175 0.820 0.088
H -5.747 6.042 1.579 0.089
H -7.280 4.265 2.309 0.128
H -6.566 2.776 1.668 0.116
H -9.003 2.644 1.489 0.125
H -8.299 2.668 -0.137 0.124
H -9.849 4.037 -1.456 0.089
H -8.245 4.810 -1.278 0.079
H -9.724 5.746 -0.985 0.092
C -2.185 -1.358 5.423 -0.101
O -1.497 -0.406 4.619 -0.192
C -0.355 -0.973 3.967 -0.184
C -0.652 -1.276 2.495 -0.205
O -1.610 -2.331 2.366 -0.192
C -2.911 -1.841 2.057 -0.098
H -3.150 -0.931 5.707 0.093
H -2.363 -2.293 4.886 0.085
H -1.609 -1.558 6.332 0.092
H -0.010 -1.871 4.493 0.131
H 0.443 -0.226 4.018 0.113
H 0.270 -1.623 2.016 0.108
H -0.986 -0.375 1.967 0.107
H -2.941 -1.510 1.014 0.070
H -3.205 -1.020 2.715 0.086
H -3.624 -2.660 2.185 0.097
```

Its max |F| is 0.18225 Eh/bohr. The energy comes out at -2347.07541 Ha. As for the LUMO energy: -5.44 eV. As for the HOMO energy: -0.3752 Ha. The HOMO-LUMO gap comes out at 4.77 eV. Its charge is +1.

The following is a DFT calculation (the ωB97M-V functional and the def2-TZVPD basis) of a 13-piece molecular cluster, C34H67N9O8 overall at a distorted geometry.

Geometry as XYZ:
```
118
Properties=species:S:1:pos:R:3:lowdin_charge:R:1
C 1.791 4.521 0.569 -0.343
O 1.388 4.404 -0.558 0.019
N 0.944 4.380 1.609 -0.185
C 1.461 4.512 2.946 -0.059
C -0.430 4.031 1.484 -0.039
H 2.828 4.795 0.817 0.136
H 1.019 5.283 3.578 0.093
H 2.540 4.653 2.996 0.079
H 1.257 3.563 3.441 0.064
H -0.817 3.966 0.467 0.084
H -0.524 3.063 1.977 0.070
H -0.963 4.737 2.121 0.091
C 3.770 1.957 1.742 -0.329
O 4.461 2.560 0.946 0.009
N 3.803 2.156 3.114 -0.201
C 2.859 1.382 3.900 -0.072
C 4.726 3.041 3.823 -0.048
H 3.080 1.125 1.533 0.106
H 2.243 2.165 4.343 0.068
H 3.484 0.934 4.673 0.102
H 2.217 0.788 3.250 0.054
H 4.271 3.777 4.486 0.084
H 5.459 2.443 4.363 0.089
H 5.342 3.594 3.114 0.087
C -1.115 -2.575 -6.656 -0.335
O -1.925 -3.173 -5.987 0.008
N 0.058 -2.219 -6.073 -0.165
C 1.021 -1.501 -6.910 -0.064
C 0.406 -2.539 -4.677 -0.038
H -1.250 -2.236 -7.695 0.138
H 0.708 -1.210 -7.913 0.088
H 1.929 -2.102 -6.948 0.084
H 1.400 -0.578 -6.470 0.065
H 1.181 -3.303 -4.627 0.081
H 0.913 -1.691 -4.217 0.051
H -0.444 -2.722 -4.020 0.087
C -4.867 1.293 3.498 -0.301
O -4.459 0.546 2.608 -0.020
N -4.094 2.237 4.122 -0.182
C -4.612 3.032 5.210 -0.080
C -2.646 2.424 3.929 -0.038
H -5.899 1.257 3.880 0.138
H -5.675 2.899 5.410 0.084
H -4.510 4.091 4.974 0.090
H -4.177 2.747 6.169 0.092
H -2.019 1.970 4.696 0.097
H -2.412 2.130 2.906 0.062
H -2.383 3.477 3.824 0.075
C 4.802 0.353 -2.194 -0.018
C 3.788 -0.528 -2.773 -0.474
O 3.112 -1.183 -1.968 0.017
C 3.730 -0.741 -4.255 -0.008
H 4.382 1.358 -2.224 0.107
H 5.766 0.422 -2.697 0.089
H 5.052 0.038 -1.181 0.080
H 3.471 -1.780 -4.457 0.081
H 4.650 -0.431 -4.750 0.089
H 2.933 -0.080 -4.596 0.080
C -1.033 2.233 -1.934 0.002
C -1.749 1.627 -3.157 -0.475
O -2.826 1.997 -3.542 0.068
C -0.994 0.570 -3.956 -0.020
H -0.409 1.487 -1.441 0.060
H -1.768 2.568 -1.203 0.060
H -0.452 3.035 -2.388 0.097
H -1.592 0.208 -4.792 0.081
H -0.788 -0.237 -3.253 0.048
H -0.096 1.015 -4.387 0.085
C 0.432 -0.941 4.254 -0.024
C 0.305 -1.899 5.392 -0.510
O 0.109 -1.542 6.513 0.085
C 0.190 -3.374 5.100 -0.020
H 0.613 0.132 4.327 0.061
H -0.511 -0.977 3.707 0.089
H 1.319 -1.316 3.744 0.079
H 1.142 -3.904 5.130 0.089
H -0.207 -3.488 4.091 0.072
H -0.583 -3.883 5.675 0.089
C 0.475 -1.536 -0.574 -0.015
C 0.064 -0.381 0.291 -0.426
O 0.894 0.324 0.916 0.004
C -1.441 -0.093 0.541 -0.023
H -0.262 -2.321 -0.403 0.092
H 1.494 -1.815 -0.305 0.061
H 0.462 -1.286 -1.635 0.064
H -1.785 -0.644 1.417 0.079
H -2.038 -0.443 -0.301 0.042
H -1.613 0.966 0.734 0.060
C 4.494 -1.754 1.872 -0.059
C 5.108 -2.864 2.607 -0.279
N 5.602 -3.732 3.206 0.122
H 4.615 -0.900 2.538 0.072
H 3.440 -2.024 1.809 0.072
H 4.878 -1.665 0.855 0.078
C -4.676 1.680 -0.844 -0.043
C -5.584 1.097 -1.897 -0.269
N -6.316 0.666 -2.657 0.127
H -4.233 2.595 -1.238 0.070
H -3.903 0.912 -0.812 0.048
H -5.307 1.787 0.039 0.075
C 2.995 -4.600 -1.972 -0.076
C 3.404 -6.002 -2.200 -0.253
N 3.722 -7.096 -2.465 0.118
H 2.258 -4.331 -2.728 0.057
H 3.772 -3.853 -2.139 0.066
H 2.532 -4.386 -1.009 0.076
C -4.660 -2.019 -4.500 -0.064
C -3.859 -1.925 -3.283 -0.235
N -3.178 -1.894 -2.328 0.149
H -4.973 -3.010 -4.829 0.090
H -4.142 -1.551 -5.337 0.076
H -5.597 -1.482 -4.351 0.064
C -4.869 -2.669 0.327 -0.079
C -5.687 -3.202 1.520 -0.239
N -6.286 -3.663 2.418 0.093
H -4.275 -1.838 0.708 0.046
H -5.504 -2.460 -0.534 0.062
H -4.148 -3.414 -0.011 0.061
```

Its max |F| is 0.06130 Eh/bohr. The energy comes out at -2430.30210 Ha. As for the LUMO energy: 0.07 eV. As for the HOMO energy: -0.3483 Ha. The HOMO-LUMO gap comes out at 9.55 eV.

The following is a DFT calculation (the ωB97M-V functional and the def2-TZVPD basis) of a 10-piece molecular cluster, C34H68O14 overall at a distorted geometry.

Geometry as XYZ:
```
116
Properties=species:S:1:pos:R:3:lowdin_charge:R:1
C -1.782 1.470 -0.284 -0.017
C -0.530 1.355 -1.162 -0.180
O 0.406 0.398 -0.632 0.013
C 1.506 0.140 -1.243 -0.518
C 2.379 -0.937 -0.536 0.042
O 1.953 0.677 -2.282 0.051
H -2.115 0.626 0.101 0.001
H -2.678 1.765 -0.589 0.018
H -1.467 2.278 0.548 0.125
H -0.871 1.353 -2.161 0.064
H 0.063 2.339 -1.251 0.151
H 1.646 -1.589 -0.531 0.012
H 2.413 -0.591 0.489 0.074
H 3.312 -1.092 -1.128 0.101
C -4.408 -1.741 0.338 -0.041
C -4.629 -3.111 0.955 -0.260
O -3.984 -3.990 0.156 -0.004
C -3.530 -5.183 0.590 -0.447
C -3.048 -6.087 -0.622 0.034
O -3.587 -5.655 1.735 0.073
H -4.677 -1.802 -0.801 0.122
H -3.418 -1.432 0.239 0.014
H -4.949 -0.974 0.948 0.090
H -4.264 -3.106 1.893 0.085
H -5.562 -3.224 1.126 0.073
H -2.247 -5.483 -1.210 0.095
H -3.762 -6.144 -1.441 0.074
H -2.719 -7.046 -0.311 0.061
C -0.871 -2.946 1.730 -0.052
C -1.092 -1.601 2.453 -0.218
O -2.467 -1.432 2.822 -0.040
C -2.816 -0.233 3.349 -0.577
C -4.135 -0.289 4.069 0.024
O -2.124 0.737 3.241 0.082
H -1.186 -3.802 2.370 0.084
H 0.193 -3.353 1.531 0.098
H -1.452 -2.870 0.747 0.074
H -0.370 -1.585 3.287 0.115
H -0.844 -0.692 1.814 0.123
H -4.723 -0.188 3.208 0.043
H -4.149 0.763 4.647 0.139
H -4.094 -1.248 4.781 0.149
C -1.510 -2.203 -2.313 -0.062
C -0.612 -3.163 -3.108 -0.278
O 0.669 -2.607 -3.197 -0.045
C 1.662 -3.274 -3.956 -0.408
C 2.942 -2.520 -3.913 0.008
O 1.452 -4.418 -4.475 0.048
H -2.539 -2.611 -1.875 0.095
H -1.720 -1.164 -2.897 0.122
H -0.920 -1.941 -1.400 0.051
H -0.719 -4.158 -2.661 0.107
H -0.979 -3.428 -4.083 0.113
H 3.319 -2.340 -2.955 0.038
H 2.725 -1.449 -4.278 0.109
H 3.781 -2.870 -4.679 0.141
C 1.395 2.570 2.127 -0.017
C 2.025 1.848 3.242 -0.394
C 1.067 1.492 4.436 -0.032
O 3.265 1.397 3.210 -0.039
H 0.401 2.088 2.181 0.081
H 1.856 2.620 1.255 0.028
H 1.196 3.724 2.311 0.129
H 0.379 0.683 4.164 0.039
H 0.619 2.522 4.936 0.144
H 1.849 0.935 5.105 0.094
C -2.278 6.115 0.931 -0.061
C -1.133 5.740 1.801 -0.388
C -1.517 4.934 2.946 -0.049
O 0.228 5.950 1.533 -0.074
H -2.356 5.322 -0.032 0.149
H -2.132 7.213 0.697 0.096
H -3.244 6.141 1.597 0.109
H -2.155 4.174 2.510 0.090
H -2.158 5.258 3.834 0.141
H -0.716 4.464 3.208 -0.013
C -1.675 4.176 -3.417 -0.022
C -2.635 3.006 -3.518 -0.342
C -4.124 3.338 -3.298 -0.050
O -2.255 1.833 -4.114 -0.068
H -1.987 5.170 -3.929 0.138
H -0.676 3.876 -3.716 0.057
H -1.578 4.564 -2.498 0.014
H -4.822 2.366 -3.440 0.128
H -4.478 4.179 -4.031 0.121
H -4.184 3.580 -2.256 0.045
C 7.243 0.255 2.562 -0.007
C 6.959 0.801 1.083 -0.374
C 5.443 0.696 0.665 -0.044
O 7.892 1.253 0.367 0.017
H 7.926 0.878 2.921 0.012
H 7.424 -0.809 2.564 0.083
H 6.463 0.539 3.259 0.061
H 4.596 0.331 1.356 0.050
H 5.378 -0.098 -0.176 0.095
H 5.062 1.758 0.459 0.100
C 0.293 0.398 -6.439 -0.019
C 0.989 1.684 -6.356 -0.436
C 1.205 2.238 -4.906 -0.027
O 1.187 2.448 -7.316 0.039
H -0.942 0.488 -6.099 0.181
H 0.720 -0.344 -5.912 0.019
H 0.287 0.051 -7.411 0.047
H 0.450 1.995 -4.142 0.040
H 0.985 3.334 -4.950 0.076
H 2.140 2.218 -4.425 0.050
C 2.484 -3.810 3.777 -0.021
C 3.326 -2.771 3.118 -0.326
C 4.143 -1.747 4.098 0.002
O 3.497 -2.672 1.811 -0.034
H 3.149 -4.642 4.343 0.164
H 1.934 -4.169 3.088 -0.015
H 1.959 -3.264 4.510 0.064
H 4.775 -2.273 4.744 0.046
H 3.417 -1.451 4.898 0.077
H 4.567 -0.921 3.539 0.037
```

The value obtained for the energy relative to the best compared isomer or geometry (same formula, charge and spin) is 0.0 kcal per mole. Its max |F| is 0.16957 Eh/bohr. The energy comes out at -2389.14021 Ha. As for the LUMO energy: -0.24 eV. As for the HOMO energy: -0.3384 Ha. The HOMO-LUMO gap comes out at 8.97 eV. As for the SMILES: CCOC(C)=O.CCOC(C)=O.CCOC(C)=O.CCOC(C)=O.CC(C)=O.CC(C)=O.CC(C)=O.CC(C)=O.CC(C)=O.CC(C)=O.